The following is a quantum chemistry calculation of a cluster of 2 separate species, C35H30Cl2O2P in total, from the Open Molecules 2025 dataset.

Output
E_HOMO = -10.1458 eV
Gap between HOMO and LUMO = 4.3 eV
Calculated total energy = -75202.9675 eV
Energy above the lowest of the compared OMol25 structures with the same formula, charge and spin = 0.000 eV
Charge = +1

Each line ends with the natural charge from an NBO analysis.
Cartesian coordinates (Å):
Cl (-4.480, 1.216, -5.276)  0.078
C (-2.992, 0.773, -4.552)  -0.006
C (-2.580, -0.569, -4.573)  -0.246
C (-1.405, -0.939, -3.931)  -0.077
C (-0.590, 0.022, -3.277)  -0.196
C (0.666, -0.359, -2.648)  0.159
C (1.925, 0.084, -3.152)  -0.097
C (3.132, -0.619, -2.848)  -0.061
C (4.301, -0.379, -3.556)  -0.262
C (4.327, 0.625, -4.540)  0.075
Cl (5.736, 0.865, -5.476)  0.128
C (3.205, 1.442, -4.748)  -0.253
C (2.029, 1.181, -4.061)  -0.088
C (-1.029, 1.369, -3.281)  -0.164
C (-2.206, 1.748, -3.920)  -0.224
H (-3.193, -1.306, -5.089)  0.251
H (-1.078, -1.981, -3.944)  0.225
H (0.654, -1.262, -2.035)  0.242
H (3.105, -1.384, -2.073)  0.243
H (5.198, -0.962, -3.369)  0.258
H (3.263, 2.258, -5.462)  0.256
H (1.161, 1.808, -4.246)  0.242
H (-0.430, 2.116, -2.756)  0.235
H (-2.522, 2.788, -3.947)  0.250
C (5.065, 2.186, 0.742)  -0.624
C (3.870, 1.743, 1.539)  -0.072
O (2.917, 1.139, 0.632)  -0.536
C (1.819, 0.757, 1.338)  0.753
C (0.743, 0.145, 0.585)  -0.988
P (-0.564, -0.360, 1.604)  1.595
C (-0.083, -1.462, 2.966)  -0.301
C (-0.261, -1.088, 4.307)  -0.193
C (0.004, -1.997, 5.333)  -0.196
C (0.531, -3.256, 5.033)  -0.186
C (0.826, -3.589, 3.707)  -0.219
C (0.535, -2.690, 2.675)  -0.213
C (-1.531, 0.929, 2.443)  -0.427
C (-2.788, 0.568, 2.959)  -0.128
C (-3.577, 1.508, 3.621)  -0.235
C (-3.110, 2.816, 3.787)  -0.184
C (-1.845, 3.170, 3.309)  -0.214
C (-1.053, 2.232, 2.640)  -0.164
C (-1.843, -1.182, 0.620)  -0.405
C (-2.099, -2.555, 0.723)  -0.130
C (-3.084, -3.139, -0.074)  -0.227
C (-3.813, -2.361, -0.975)  -0.193
C (-3.573, -0.987, -1.066)  -0.215
C (-2.592, -0.397, -0.272)  -0.191
O (1.773, 0.958, 2.572)  -0.698
H (5.812, 2.591, 1.427)  0.223
H (5.514, 1.352, 0.198)  0.202
H (4.794, 2.971, 0.030)  0.205
H (4.170, 1.010, 2.300)  0.194
H (3.412, 2.607, 2.038)  0.193
H (0.804, 0.005, -0.474)  0.216
H (-0.620, -0.086, 4.549)  0.236
H (-0.206, -1.714, 6.364)  0.226
H (0.727, -3.970, 5.834)  0.226
H (1.272, -4.553, 3.464)  0.222
H (0.772, -2.947, 1.641)  0.215
H (-3.152, -0.455, 2.839)  0.213
H (-4.554, 1.210, 4.003)  0.225
H (-3.732, 3.554, 4.293)  0.225
H (-1.461, 4.180, 3.459)  0.225
H (-0.057, 2.499, 2.291)  0.243
H (-1.547, -3.160, 1.440)  0.226
H (-3.281, -4.208, 0.015)  0.228
H (-4.570, -2.821, -1.612)  0.225
H (-4.144, -0.370, -1.760)  0.222
H (-2.417, 0.679, -0.328)  0.230